1.
This record from the OMol25 dataset describes an isolated molecule of C20H12ClFO2S at a distorted geometry. The level of theory is ωB97M-V/def2-TZVPD.

Atoms and positions in Å:
1 F 0.06 -4.28 -4.25
2 Cl 0.62 6.50 -1.61
3 O 1.83 0.82 -0.45
4 O -2.94 -0.39 4.90
5 S 0.68 1.28 1.90
6 C 0.95 0.33 0.47
7 C 0.20 -0.90 0.31
8 C 0.02 -4.14 -1.86
9 C 0.63 -2.19 -3.21
10 C 0.10 3.71 -1.73
11 C 2.22 4.36 -0.64
12 C 0.35 2.42 -1.35
13 C 2.55 3.03 -0.48
14 C -2.57 -1.72 2.79
15 C -1.35 0.32 3.38
16 C 0.07 -3.26 -0.68
17 C 0.93 -1.51 -2.08
18 C -1.78 -1.75 1.67
19 C 0.18 -3.54 -3.10
20 C 1.02 4.74 -1.22
21 C 1.59 2.11 -0.76
22 C -2.30 -0.60 3.73
23 C -0.63 0.20 2.25
24 C 0.41 -1.87 -0.85
25 C -0.75 -0.90 1.40
26 H -2.73 -1.01 5.65
27 H -0.20 -5.27 -1.67
28 H 0.98 -1.82 -4.15
29 H -0.82 3.95 -2.19
30 H 3.05 5.06 -0.42
31 H -0.33 1.61 -1.53
32 H 3.44 2.67 -0.02
33 H -3.41 -2.38 2.89
34 H -1.35 1.26 4.01
35 H -0.16 -3.77 0.27
36 H 1.41 -0.55 -2.27
37 H -1.96 -2.54 0.91

Summary:
LUMO (eV): 0.372
SMILES: Oc1ccc2c(-c3ccc(F)cc3)c(Oc3ccc(Cl)cc3)sc2c1
Calculated total energy (a.u.): -1877.98310



2.
This record from the OMol25 dataset describes an isolated molecule of C3H6N2O. The level of theory is ωB97M-V/def2-TZVPD.

Atoms and positions in Å:
1 N 0.52 0.85 1.13
2 C 0.40 -0.38 0.32
3 C -0.86 -0.46 -0.59
4 O -2.05 0.04 -0.01
5 C 1.57 -0.51 -0.57
6 N 2.47 -0.57 -1.30
7 H 1.32 1.40 0.85
8 H -0.26 1.47 0.98
9 H 0.41 -1.23 1.01
10 H -0.63 0.04 -1.55
11 H -1.04 -1.52 -0.78
12 H -1.87 0.83 0.52

Summary:
LUMO (eV): 0.536
SMILES: N#C[C@@H](N)CO
Calculated total energy (a.u.): -302.62786



3.
This record from the OMol25 dataset describes an isolated molecule of C6H12O. The level of theory is ωB97M-V/def2-TZVPD.

Atoms and positions in Å:
1 C 3.14 -0.21 0.27
2 C 1.99 0.26 -0.61
3 O 0.86 0.67 0.16
4 C -0.18 -0.25 -0.12
5 C -1.54 -0.14 0.52
6 C -2.61 -0.52 -0.48
7 C -2.59 0.85 0.12
8 H 3.74 -0.98 -0.25
9 H 3.82 0.60 0.55
10 H 2.74 -0.66 1.18
11 H 1.69 -0.58 -1.25
12 H 2.29 1.08 -1.28
13 H -0.33 -0.22 -1.20
14 H 0.18 -1.26 0.15
15 H -1.63 -0.55 1.52
16 H -2.25 -0.61 -1.51
17 H -3.39 -1.23 -0.22
18 H -2.32 1.71 -0.50
19 H -3.36 1.05 0.86

Summary:
LUMO (eV): 1.186
SMILES: CCOCC1CC1
Calculated total energy (a.u.): -310.98541



4.
This record from the OMol25 dataset describes a cluster of 3 separate species, C12H24NO7PS in total at a distorted geometry. The level of theory is ωB97M-V/def2-TZVPD.

Atoms and positions in Å:
1 O -0.12 4.34 5.36
2 C -0.07 4.37 4.02
3 C -1.17 5.12 3.06
4 C -1.01 4.64 1.47
5 C 0.47 3.94 1.63
6 P 1.81 4.98 0.67
7 S 2.14 6.67 1.57
8 N 0.95 3.82 3.06
9 H -2.25 5.35 3.46
10 H -0.71 6.22 3.00
11 H -0.96 5.64 0.87
12 H -1.83 3.92 1.03
13 H 0.35 2.82 1.30
14 H 1.28 5.11 -0.68
15 H 3.02 4.21 0.74
16 H 1.49 2.97 3.33
17 C 3.91 -1.17 -2.65
18 C 3.65 -0.79 -1.20
19 O 2.68 0.27 -1.11
20 C 1.39 -0.10 -1.32
21 O 0.99 -1.23 -1.57
22 O 0.62 1.01 -1.23
23 C -0.75 0.78 -1.54
24 H 4.19 -0.29 -3.23
25 H 4.71 -1.91 -2.72
26 H 3.01 -1.58 -3.12
27 H 4.57 -0.40 -0.76
28 H 3.34 -1.65 -0.60
29 H -1.17 -0.02 -0.93
30 H -0.86 0.56 -2.61
31 H -1.31 1.70 -1.33
32 C -0.06 -4.78 -1.56
33 C -0.49 -3.81 -0.47
34 O -1.89 -3.52 -0.56
35 C -2.72 -4.49 -0.12
36 O -2.39 -5.57 0.35
37 O -4.00 -4.07 -0.30
38 C -4.98 -5.05 0.03
39 H -0.35 -4.40 -2.55
40 H 1.02 -4.93 -1.54
41 H -0.55 -5.75 -1.44
42 H 0.04 -2.86 -0.61
43 H -0.23 -4.18 0.53
44 H -4.84 -5.43 1.05
45 H -4.94 -5.87 -0.70
46 H -5.97 -4.58 -0.04

Summary:
LUMO (eV): 0.200
SMILES: O=C1CC[C@@H]([PH2]=S)N1.CCOC(=O)OC.CCOC(=O)OC
Calculated total energy (a.u.): -1792.54933



5.
This record from the OMol25 dataset describes a cluster of 7 separate species, C2H18N4O7 in total at a distorted geometry. The level of theory is ωB97M-V/def2-TZVPD.

Atoms and positions in Å:
1 O 5.08 5.80 4.55
2 H 5.71 5.74 3.84
3 H 5.50 5.57 5.42
4 O 8.09 10.27 8.26
5 H 8.07 11.18 8.65
6 H 7.17 10.23 7.88
7 O 8.11 4.89 3.85
8 H 7.76 3.99 3.84
9 H 8.03 5.07 4.81
10 O 9.84 7.67 3.75
11 H 9.23 6.93 3.47
12 H 10.61 7.16 4.08
13 O 8.96 10.07 4.42
14 H 9.16 9.15 4.23
15 H 9.23 10.62 3.71
16 C 5.50 9.05 6.42
17 O 5.74 10.08 6.98
18 N 4.68 8.08 6.98
19 N 6.04 8.71 5.20
20 H 4.08 8.42 7.71
21 H 4.12 7.61 6.31
22 H 6.82 9.30 4.91
23 H 5.90 7.83 4.79
24 C 8.13 7.06 7.20
25 O 7.64 6.22 6.46
26 N 9.28 7.74 6.86
27 N 7.78 7.32 8.48
28 H 9.37 8.54 7.48
29 H 9.60 7.71 5.96
30 H 7.82 8.26 8.83
31 H 6.85 7.02 8.65

Summary:
LUMO (eV): 0.427
SMILES: NC(N)=O.NC(N)=O.O.O.O.O.O
Calculated total energy (a.u.): -832.81118



6.
This record from the OMol25 dataset describes a structure of composition C5H13N at a distorted geometry. The level of theory is ωB97M-V/def2-TZVPD.

Atoms and positions in Å:
1 C -0.20 0.40 0.12
2 C -0.98 -0.54 1.22
3 C -1.35 0.14 2.69
4 C 1.11 -0.32 -0.02
5 C 1.95 0.17 -1.34
6 N -0.92 0.01 -2.24
7 H -0.72 0.23 -0.86
8 H -0.19 1.24 0.75
9 H -0.35 -1.60 1.24
10 H -0.81 0.11 3.65
11 H -1.85 0.43 1.55
12 H -0.65 0.79 -2.86
13 H 1.76 -0.65 0.89
14 H 1.01 -1.42 -0.74
15 H 2.22 1.27 -1.26
16 H 1.40 0.15 -2.25
17 H 2.93 -0.48 -1.39
18 H -2.43 0.12 2.77
19 H -1.92 -0.05 -1.92

Summary:
LUMO (eV): -2.443
Calculated total energy (a.u.): -252.57811